# 1
This record from OMol25 describes one molecule with the formula C2H6N4OS. The level of theory is ωB97M-V/def2-TZVPD.

XYZ file:
```
14
Properties=species:S:1:pos:R:3:forces:R:3
C -0.756094 0.209562 0.599309 1.268 -1.004 0.325
C 1.283412 -1.581667 -0.897251 0.710 -3.477 1.023
H -1.190254 2.953058 0.003938 0.537 -0.756 1.323
H 0.121184 2.767150 1.228508 -2.432 -0.291 -1.032
H -1.957030 1.110580 2.099564 1.731 0.376 -1.952
H -0.370274 -1.165844 -2.122048 1.159 0.167 0.846
H 1.911200 -1.004825 -0.167351 -0.380 -0.584 -0.752
H 2.003353 -3.310980 -0.400618 -0.768 0.646 -0.818
N -0.917475 2.620515 0.960663 1.187 -0.672 0.376
N -1.302422 1.262213 1.255879 -1.302 0.988 1.337
N 0.420485 -0.772271 -1.568123 -1.175 1.087 -0.740
N 1.285562 -2.891081 -1.038150 0.764 2.591 0.766
O -0.678712 -0.961933 0.934743 -1.064 1.567 -0.206
S 0.147065 0.765522 -0.889064 -0.235 -0.637 -0.496
```
Positions in Å, forces in eV/Å.

Calculated values
Electronic energy: -21012.917 eV
Relative energy (zero: lowest compared OMol25 entry of this formula, charge and spin): 55.1 kcal per mole
SMILES: [H]/N=C/NSC(=O)NN
HOMO-LUMO gap: 9.50 eV
LUMO energy: 0.4 eV



# 2
This record from OMol25 describes C18H31Cl2N4O3STl as an isolated structure. The level of theory is ωB97M-V/def2-TZVPD.

XYZ file:
```
60
Properties=species:S:1:pos:R:3:forces:R:3
O 0.595509 -2.729846 -4.749658 0.431 0.023 -0.852
C 1.132362 -2.453089 -5.803555 -0.767 0.046 0.749
C 2.457506 -2.924000 -6.230582 0.510 -0.175 -0.126
C 3.220898 -3.757210 -5.410492 -0.143 0.098 -0.063
H 2.817553 -4.051772 -4.451536 -0.018 0.016 0.039
C 4.464560 -4.187552 -5.831276 0.050 -0.002 -0.064
H 5.057478 -4.833098 -5.197359 0.011 -0.003 0.012
C 4.956731 -3.791131 -7.071641 -0.064 0.024 0.009
H 5.931190 -4.130226 -7.397924 0.012 -0.001 -0.002
C 4.203060 -2.963054 -7.892184 0.083 -0.060 0.018
H 4.588415 -2.657177 -8.855366 0.007 0.007 -0.013
C 2.956072 -2.530571 -7.471584 -0.122 -0.039 0.183
H 2.360271 -1.883850 -8.104699 -0.022 0.021 0.000
H 0.622419 -1.795577 -6.539737 0.010 -0.035 0.090
C 1.827766 1.983230 -1.348362 0.113 0.479 -0.114
C 0.782795 1.851143 -0.291398 1.362 4.560 -0.988
H 2.312712 2.962272 -1.355782 0.057 0.022 -0.031
H 1.385434 1.815127 -2.329501 -0.005 0.014 -0.092
H 2.595751 1.221949 -1.230935 0.111 -0.128 0.037
C 0.312888 2.857941 0.452580 0.699 1.271 -1.771
C 0.699772 4.306245 0.405062 0.105 0.146 -0.002
H -0.474119 2.641929 1.171326 -0.003 1.070 -0.792
H 1.531759 4.501417 -0.266062 0.097 0.026 -0.060
H 0.978208 4.675092 1.396474 0.018 0.005 0.040
H -0.138755 4.924979 0.072853 -0.046 -0.007 -0.008
Tl 0.000000 0.000000 0.000000 2.754 -6.416 -9.459
Cl 2.020854 -0.986664 0.630006 2.637 -1.941 0.895
Cl 0.078956 -0.616055 -2.221455 -0.259 -1.376 -3.121
H 0.332938 -4.941278 -1.139084 -0.021 -0.041 -0.002
H 1.088987 -5.629662 1.198015 -0.035 -0.038 -0.036
C 0.423607 -3.900885 -0.828616 -0.002 -0.007 -0.031
C 1.175973 -4.567274 1.423069 -0.006 0.017 0.044
N 0.255475 -3.804635 0.609189 -0.266 0.325 0.105
H -0.323433 -3.290295 -1.318032 -0.083 0.033 -0.098
C -0.476830 -2.825563 1.145452 0.164 -0.514 0.064
O -1.169089 -2.014952 0.518232 -0.330 -0.644 0.157
H 0.955467 -4.413677 2.475854 -0.020 0.020 0.063
H -0.431293 -2.803972 2.243381 -0.005 0.040 -0.038
H 1.401595 -3.515183 -1.111195 0.101 0.044 -0.013
H 2.200021 -4.245402 1.232898 0.057 0.063 -0.033
H -5.315283 1.591349 -0.000635 -0.049 -0.038 0.021
H -5.771845 -0.485178 -1.553327 -0.022 -0.001 0.043
C -4.457135 1.781607 -0.645787 0.011 -0.023 0.000
C -4.873365 -0.183771 -2.093200 -0.061 0.002 -0.040
N -3.974607 0.543677 -1.223673 0.227 -0.123 0.006
H -3.660618 2.229845 -0.064944 0.089 0.059 0.044
C -2.738224 0.098639 -0.986601 -0.381 0.450 0.150
O -1.933539 0.687003 -0.245907 -4.608 0.542 -1.285
H -4.379408 -1.072893 -2.471789 0.058 -0.064 -0.020
H -2.464384 -0.822318 -1.498384 0.027 -0.123 -0.027
H -4.760636 2.469866 -1.434384 -0.004 0.021 -0.047
H -5.171098 0.435501 -2.939707 0.004 0.039 -0.031
N -1.778318 1.817862 3.708652 1.452 0.626 0.583
C -0.468679 1.578397 3.223768 -0.608 -0.366 2.333
N 0.657878 1.958010 3.994438 -1.798 0.157 -0.067
S -0.258946 0.872067 1.781136 -1.727 2.525 15.009
H -1.920399 2.268101 4.624118 0.015 -0.378 -0.995
H -2.602072 1.547398 3.151567 1.226 0.177 0.504
H 1.613085 1.789357 3.646471 -1.234 0.029 0.114
H 0.533051 2.408952 4.912069 0.208 -0.450 -0.990
```
Positions in Å, forces in eV/Å.

Calculated values
Electronic energy: -71838.316 eV
Relative energy (zero: lowest compared OMol25 entry of this formula, charge and spin): 212.5 kcal per mole
HOMO-LUMO gap: 6.76 eV
LUMO energy: 0.3 eV



# 3
This record from OMol25 describes a 4-piece molecular cluster, C5H18N2O4 overall. The level of theory is ωB97M-V/def2-TZVPD.

XYZ file:
```
29
Properties=species:S:1:pos:R:3:forces:R:3
C 1.518494 -0.542502 -2.275927 -0.927 -0.217 0.437
O 2.005998 0.735115 -1.928946 -0.466 1.162 -1.074
C 0.498669 -0.798596 -1.141405 0.348 -1.955 1.696
C -0.713353 0.140835 -1.233169 0.046 -1.728 -1.417
C -1.656937 -0.049477 -0.082654 0.316 1.113 -0.987
C -1.405637 0.446357 1.125653 0.857 0.090 -0.801
N -2.446488 0.616219 1.995227 0.213 0.320 -1.838
N 0.020766 -2.324044 -1.123866 0.323 2.673 -1.903
H 1.010983 -0.442314 -3.269590 0.326 -0.351 0.728
H 2.361452 -1.269057 -2.349134 -0.909 0.227 0.146
H 2.853758 0.588854 -1.577768 1.654 0.075 0.745
H 1.003457 -0.542569 -0.102892 -0.500 -0.976 -2.045
H -1.146467 -0.326685 -2.126034 -0.694 0.428 -0.081
H -0.531592 1.177174 -1.581905 0.310 -0.440 0.527
H -2.670724 -0.294537 -0.376927 -0.140 -0.178 0.303
H -0.355007 0.807937 1.349172 -1.837 -0.460 0.232
H -3.256934 0.094893 1.800032 -0.949 -0.531 -0.275
H -2.266169 0.723856 2.911795 0.750 0.403 3.615
H -0.888532 -2.428031 -1.629718 1.081 0.419 0.395
H -0.194261 -2.563110 -0.193687 -0.183 -0.340 1.416
H 1.469234 1.674706 1.465798 -0.604 0.466 -0.581
H 2.926758 1.344180 1.663160 0.951 0.118 -0.306
O 2.065202 1.163638 2.000237 -0.203 -0.790 0.986
H -0.152918 -1.448992 1.695265 -0.358 0.140 0.416
H -0.833693 -2.526133 2.671952 0.430 0.616 -0.595
O -0.284917 -2.382480 1.880458 -0.033 -0.936 0.380
H 0.927631 3.274315 0.283411 1.221 1.259 -0.035
H -0.127525 2.497884 -0.373002 0.211 -0.287 1.321
O 0.268738 2.652554 0.524473 -1.236 -0.321 -1.404
```
Positions in Å, forces in eV/Å.

Calculated values
Electronic energy: -16645.114 eV
Relative energy (zero: lowest compared OMol25 entry of this formula, charge and spin): 76.8 kcal per mole
SMILES: N/C=C/C[C@@H](N)CO.O.O.O
HOMO-LUMO gap: 8.43 eV
LUMO energy: 0.4 eV